Record 1
ORCA calculation (ωB97M-V/def2-TZVPD) on 6 unconnected molecules or ions with the total composition C43H87BrN2O26P5 in a non-equilibrium geometry.

Computed properties:
Orbital gap, eV: 2.96
Energy, Ha: -8036.4111
F_max, eV Å⁻¹: 10.22
Highest occupied orbital energy, eV: -4.614

The geometry in ORCA input format:
```
! wB97M-V def2-TZVPD RIJCOSX def2/J DEFGRID3
* xyz -1 1
C 0.6603 1.4302 -1.2855
O -6.5100 1.1854 -5.0417
H 3.8798 3.8310 5.0243
C -1.4220 -3.1648 -2.2300
H 8.5884 -7.2317 2.8885
C -5.4976 4.3982 -5.3693
C -3.1014 -1.0528 1.6279
C 0.8805 3.5921 7.8199
H 2.6579 3.7353 1.0628
H 7.0074 -6.8366 2.1772
C -1.7326 1.5157 -2.6425
O -7.5485 7.6329 -0.7700
H 8.0990 -1.8524 1.2772
H -1.2325 1.4367 -3.6822
O 7.7754 -5.4512 3.5121
Br 1.0297 3.2784 -4.2557
O 3.2160 -0.4893 -0.9365
O 0.5345 2.9505 6.5968
H 0.5736 -8.8639 4.2572
H -7.8867 2.5252 -5.8515
C -7.3026 1.6421 -6.1256
H -4.2899 -7.8427 2.1943
H -0.0569 0.2672 2.7683
H -0.1980 -0.8648 -0.1916
H -6.0786 8.5349 0.3855
H 0.8912 -0.6100 -2.0189
C -0.7614 2.1578 -1.5152
H -7.2169 7.4750 1.2693
H 5.7625 0.9184 1.0958
C 2.0010 3.8787 -1.1730
H -1.4019 -2.4666 -1.3254
C 0.2369 -0.1786 0.6055
C -1.5876 -1.3332 -4.2324
H -5.7095 4.4058 -6.4420
H 4.1000 -2.9357 1.2784
H -4.9717 5.0063 0.3531
H -4.6211 -8.2611 0.4975
H 3.2263 0.4486 7.8683
P -1.4527 -7.3543 1.9499
C 3.3976 -0.1533 6.9722
H 0.2332 -4.7123 -2.6636
H -3.5144 -9.2742 1.4518
H 9.5931 -2.7834 1.5049
O 1.7637 -0.0088 -4.5099
C -7.1191 8.2060 0.4620
H -1.3531 2.0639 -0.5226
H 5.5606 -2.3054 0.4854
H 9.5766 0.5336 -1.5245
C 5.9626 0.4912 -2.6178
H 0.9518 4.3016 -1.0267
H 3.8623 2.8434 6.5020
N 0.7006 1.1536 0.1706
H -0.1772 -3.3402 0.1895
H -3.0477 -0.1475 0.9266
H -8.1843 3.1852 -2.1666
C 7.5269 0.4742 -2.7162
H 0.3810 1.9309 0.7560
H -4.2249 8.3953 -2.4439
H -2.5570 2.3171 -2.8011
H 4.4338 -0.0266 6.6491
C -4.8418 4.4113 -0.5544
H 8.4265 0.8080 0.9346
O -5.0643 3.0900 -4.9883
H 8.1604 -3.5737 0.8095
H -1.3762 1.0011 1.7283
P -6.0818 2.2606 -3.8739
H -0.4060 -7.6670 5.1353
H -2.4819 -3.5769 -2.3954
C 7.8057 0.7419 -0.0289
P 6.7779 -4.1221 3.0497
C -8.3822 2.1822 -2.5534
H -4.6967 5.1114 -5.1612
O -0.4611 -7.2047 0.8079
H 4.2867 4.9787 -1.0549
H -2.0274 -0.4000 -1.3416
C 5.3277 0.6551 -1.2246
H -7.7483 9.0682 0.6866
O -1.9447 -5.8597 2.4235
H -6.3947 4.7036 -4.8254
O -4.8769 1.7211 -3.1244
P 1.5042 1.5771 6.2111
C 2.8426 4.3451 0.1193
H 5.3975 -4.0527 0.7935
H 4.3637 2.1252 4.9469
H -1.0705 -2.1755 1.8404
H 2.4452 5.4116 0.3620
H -8.9744 1.6298 -1.8220
H -3.3455 -1.9978 1.0305
C 3.6827 2.8347 5.4229
H -1.6272 -1.3194 3.4056
O 6.2503 -3.9604 4.4650
C -0.4869 -4.4386 -1.8091
C -2.8630 -0.8238 -3.4103
C -2.5131 -5.7087 3.7147
H -0.7509 -3.4250 -4.3323
O 8.1023 -3.1752 2.8583
C -1.6232 -1.2513 2.2612
C -3.8569 -8.2503 1.2759
H 2.2948 -2.9821 0.0228
H -1.7424 -5.3735 4.4130
C 3.6604 2.4972 -3.7251
O 4.2687 4.5567 -0.1581
H -1.1475 -5.3521 -1.5456
C -4.4598 7.3984 -2.0679
C 1.5844 0.6549 -3.4612
C 2.0490 2.2927 -1.4777
H -5.0498 3.3639 -0.3257
H -3.2974 -4.9515 3.6685
O 3.9484 1.9915 -4.9766
H 0.5765 -5.0843 0.1402
H -3.5401 0.5326 -1.7851
O -2.7699 -7.4406 0.8402
C 8.4350 0.5888 -1.4499
C -2.5113 0.1893 -2.1901
H 1.9041 3.9755 7.7714
O -5.8257 7.1155 -2.3381
O 0.3371 0.9098 5.5014
C -0.7792 -2.5572 -3.5699
C 6.2330 0.7877 0.0549
H 8.4789 -5.9775 1.6319
H 2.5139 -4.2214 -1.3612
O -7.1539 1.4891 -2.7670
H 0.1966 4.4258 7.9853
H -3.5045 -0.2056 -4.1518
C 8.5034 -2.8333 1.5376
C 7.9707 -6.4249 2.4913
H -1.9892 -1.7293 -5.2447
H 0.7891 2.8872 8.6514
H -7.9864 0.8452 -6.4230
H 3.2278 -1.2049 7.2131
H -1.1974 -8.8749 4.0935
O 5.7827 -2.8490 2.4629
H -2.9472 -6.6463 4.0743
H -3.8297 6.6708 -2.5849
O -0.1814 -7.3248 3.1132
H 1.6021 -2.6448 -1.6408
H 0.3164 -2.2857 -3.3639
H -3.5650 -1.6689 -3.0555
H 5.3041 0.3991 -3.5472
C -0.3183 -8.2353 4.2056
H 2.4553 4.4731 -2.0573
O -5.7192 4.8414 -1.6021
H 8.0638 0.3442 -3.7207
H -3.8077 4.5009 -0.8958
H 1.1560 -0.7366 1.0421
O -7.8942 5.6379 -1.9365
N 0.7186 0.3623 -2.3008
C 2.2082 2.1224 -3.0765
H -0.7261 3.2727 -1.7525
H -0.8332 -0.5179 -4.4902
O 3.1128 1.8720 -0.6032
C 0.3713 -4.1240 -0.4608
C 1.7761 -3.4751 -0.8753
P -6.6743 6.2267 -1.2475
H -8.9462 2.2517 -3.4887
C -0.7620 0.0514 1.8754
H -3.8726 -0.8374 2.4457
O 4.5276 3.2004 -3.1064
C 3.7333 0.6616 -0.9317
H -4.2478 7.3658 -0.9956
O 2.5257 0.2247 5.9037
C 5.1808 -3.0554 1.1841
O 2.3428 2.4762 5.1209
H -6.6548 1.8831 -6.9721
*
```

These are the Mulliken partial charges, in e, on atoms 1 to 99: 0.8981 -0.3314 0.2718 0.5857 0.2446 -0.7738 -0.7118 -0.7204 0.1914 0.3131 -0.6248 -0.2709 0.1470 0.2237 -0.2889 -0.0789 -0.1884 -0.2658 0.2372 0.3321 -0.7275 0.3015 0.0958 -1.1615 0.2979 -1.1237 -1.0894 0.3173 0.2942 -1.1184 -0.6430 1.0591 -0.5285 0.2919 0.0293 0.5075 0.2364 0.3693 0.9943 -0.7868 0.3932 0.3287 0.2820 -0.6355 -0.7170 0.0496 0.2540 0.2773 -0.0675 0.0801 0.3681 0.0537 -0.7353 -0.0020 0.1921 -0.7065 0.5256 0.2758 0.2846 0.2752 -0.9090 0.4072 -0.3333 0.3146 0.2974 0.7606 0.2680 0.5126 -0.5892 1.0413 -0.5425 0.2332 -0.6163 0.3577 -1.1256 0.3215 0.2455 -0.1199 0.3648 -0.3280 0.9537 -0.5515 0.3972 0.2215 -0.1397 0.2697 0.2539 0.1554 -0.7250 0.3715 -0.6410 -0.8803 -0.7697 -0.8009 0.4613 -0.3316 0.0348 -0.7728 -0.3717

***

Record 2
ORCA calculation (ωB97M-V/def2-TZVPD) on a molecular structure, C4H6OS in a non-equilibrium geometry.

Computed properties:
Energy relative to the best compared isomer or geometry (same formula, charge and spin), kJ/mol: 137.3
Orbital gap, eV: 9.56
Energy, Ha: -629.3949
F_max, eV Å⁻¹: 1.23
Highest occupied orbital energy, eV: -8.837

The geometry in ORCA input format:
```
! wB97M-V def2-TZVPD RIJCOSX def2/J DEFGRID3
* xyz 0 1
H 1.7629 1.4317 -0.0395
C -0.4264 -1.1621 -0.9942
H -1.4790 -0.4643 1.2556
H 0.0721 -1.1651 -1.9698
C 0.3687 -0.3473 0.0691
H 0.6330 1.2677 -1.4128
C 0.7828 1.0835 -0.3677
O -1.4834 -1.7131 -0.8073
C -0.5849 0.1192 1.1497
H 1.2020 -0.9170 0.4996
H -0.1426 0.0684 2.1120
S -0.7051 1.7985 0.5051
*
```

Formally, the Mulliken partial charges of the atoms, in units of the elementary charge, are as follows: 0.3322 -0.1073 0.3878 0.3478 0.1609 0.3699 -0.8035 -0.4598 -0.7704 0.3611 0.3227 -0.1413

***

Record 3
ORCA calculation (ωB97M-V/def2-TZVPD) on a gas-phase ion, H2P4S3 (charge -2) in a non-equilibrium geometry.

Computed properties:
Energy relative to the best compared isomer or geometry (same formula, charge and spin), kJ/mol: 32.0
Orbital gap, eV: 5.46
Energy, Ha: -2561.2519
F_max, eV Å⁻¹: 2.13
Highest occupied orbital energy, eV: -0.080

The geometry in ORCA input format:
```
! wB97M-V def2-TZVPD RIJCOSX def2/J DEFGRID3
* xyz -2 1
S 3.4740 1.6063 -0.2579
H 0.0790 -1.7895 -0.6671
P 0.3078 0.9523 -0.1290
S -2.4502 -0.8640 -0.2541
P -0.5263 -0.9813 0.3949
S 4.4404 -1.8583 0.1255
P 3.0543 -0.6253 -0.6108
H -0.7219 1.3995 0.9425
P 2.1475 0.5685 0.9493
*
```

Formally, the Mulliken partial charges of the atoms, in units of the elementary charge, are as follows: -0.4238 -0.0135 -0.0917 -0.7271 -0.1564 -0.6169 0.0211 0.0435 -0.0352

***

Record 4
ORCA calculation (ωB97M-V/def2-TZVPD) on 10 unconnected molecules or ions with the total composition C40H54N10 in a non-equilibrium geometry.

Computed properties:
Energy relative to the best compared isomer or geometry (same formula, charge and spin), kJ/mol: 81.4
Orbital gap, eV: 8.69
Energy, Ha: -2104.0473
F_max, eV Å⁻¹: 2.51
Highest occupied orbital energy, eV: -7.997

The geometry in ORCA input format:
```
! wB97M-V def2-TZVPD RIJCOSX def2/J DEFGRID3
* xyz 0 1
C 4.3083 4.5365 3.2690
H 1.9884 3.2633 4.2819
C 3.4922 -0.9522 2.0798
C 1.0810 0.7823 -0.0420
H 4.7667 3.6363 5.2259
C -4.4091 -4.9881 -3.0616
C -2.3328 1.4253 -4.5953
H 4.4065 5.6078 3.3337
C -5.1195 -4.0635 0.6400
C 4.5024 3.5404 4.1874
H -4.7181 -3.8020 3.7397
H 1.8366 1.5485 -0.0077
C 5.6758 0.4331 -0.6451
N -3.1469 4.2588 -2.3660
H -1.7022 1.8146 -1.2257
H 3.8401 1.0540 -1.4981
N -4.5753 -3.8201 2.7459
C 3.1079 -2.0183 1.2216
C 2.0500 0.4541 -4.2458
H -2.7083 0.6752 -5.3020
C -3.1450 1.0593 5.8168
H -1.4429 1.8372 -5.0692
H -5.4199 -4.5398 -0.2832
C -4.3393 -2.8974 0.7343
H -4.6804 -6.0136 -2.8845
H 2.5879 -0.3376 -6.0880
H -4.9359 -2.3342 -4.8888
H -5.7643 -5.4946 2.2632
H -0.6159 2.3441 -2.5344
C -0.8703 -0.0963 0.5868
H 4.9537 1.2240 -3.6936
C -0.6361 4.0722 2.6862
H -3.0317 0.5142 -2.7062
H -3.1303 2.1668 -4.7425
C -4.5625 -3.0294 -4.1565
H -1.3728 0.2283 -3.1457
H 0.4665 -1.6860 -4.3808
C 4.1112 -2.9475 1.2655
H 3.3432 2.0096 1.4870
H 3.5687 4.4627 1.2756
H 0.2486 1.3691 4.3653
C -4.9042 -0.0915 4.9868
C -3.6492 -4.0661 -2.3953
C -0.0350 -0.5572 -6.1930
H -3.7405 0.7112 7.9118
C 0.8159 -0.2656 -0.8837
N 3.8704 3.9761 2.1012
H 7.8801 0.1648 -0.7119
N 4.8190 0.8621 -1.6222
N 1.8571 1.4029 -3.6301
H -1.8471 2.1969 2.9303
H 4.1931 -3.8798 0.7341
H 1.1917 5.2685 3.0650
C 4.7670 -1.2097 2.5216
N -5.0276 -0.0023 6.3467
H 2.8973 -0.0649 2.2341
H -3.0186 -4.2963 -1.5520
H 5.9993 -2.9040 2.1613
H 0.2793 -0.6193 -7.2360
H -4.0997 -2.2855 -0.1171
H -5.5790 -4.6978 -4.8412
C -2.4888 3.3184 -2.3263
H -0.0403 1.5629 1.5900
C 0.6390 4.3467 3.1148
C 4.1887 2.3206 3.5169
H -1.7803 -0.2456 1.1448
C -0.4304 -0.8326 -0.4924
C -4.0270 -2.7750 2.0707
H -5.6893 -0.4184 6.9768
H 1.0525 -2.3946 -5.7627
C 6.8235 0.7151 -2.5671
N 0.0019 0.9279 0.7973
N 5.1132 -2.4455 2.0495
C -3.7503 0.5447 4.6409
C -0.9301 2.7416 3.0828
N 1.0824 3.2711 3.8390
H -3.4144 0.7507 3.6368
H -1.3068 4.7476 2.1817
H 0.1218 0.4870 -5.9104
C 0.9062 -1.3933 -5.3425
C 0.1563 2.2801 3.7975
H 5.3436 0.1892 0.3508
H -1.0766 -0.8081 -6.0332
H -2.1891 1.5508 5.8743
N -4.9321 -4.3453 -4.1591
H 7.5716 0.6377 -3.3380
H 2.1990 -2.0382 0.6447
H -3.5003 -1.9641 2.5480
H -0.9593 -1.6124 -1.0153
H 1.4556 -0.5349 -1.7072
C -1.6502 2.1200 -2.2755
H 5.3624 -0.6655 3.2345
C -5.1444 -4.7210 1.8437
C -3.9551 0.6788 6.8563
C 6.9382 0.4028 -1.1777
H 4.1913 1.3437 3.9751
C 5.5165 1.0640 -2.7885
H 3.0293 -1.3734 -4.7754
C 2.2450 -0.6980 -5.1115
C -3.7611 -2.8227 -3.0590
H -5.6353 -0.5519 4.3451
C -2.1636 0.9862 -3.1652
H -3.2609 -1.9020 -2.8072
C 3.8021 2.6154 2.2486
*
```

These are the Mulliken partial charges, in e, on atoms 1 to 99: -0.5502 0.1542 0.4353 -0.7138 0.4004 -0.7492 -1.6787 0.4224 -0.7409 -0.9057 0.2550 0.6530 -0.2030 -0.5339 -0.2312 0.2376 0.0165 -0.5982 0.3757 0.3332 -0.3158 0.3449 0.3809 0.1064 0.4239 0.3927 0.4123 0.3515 0.2145 -1.0747 0.3915 -0.7859 0.3604 0.4458 -0.8400 -0.1316 0.2018 -0.8631 -0.1201 0.2225 0.4152 -0.9547 -0.7703 -1.0317 0.3545 -0.6524 0.0931 0.4076 0.1480 -0.4672 0.3748 0.3973 0.4378 -0.8555 0.0133 0.4763 0.6044 0.1885 0.4088 0.6589 0.1915 0.1084 -0.0540 -0.6272 -0.0900 0.4092 -0.7182 -0.9917 0.1947 0.3870 -0.4684 0.7446 0.0425 -0.0104 -0.1251 0.2314 0.5269 0.5194 0.1720 -0.3150 -0.5973 0.3895 0.2826 0.3803 0.0203 0.4068 0.4176 0.5607 0.7358 0.5322 0.3881 0.3705 -0.5709 -0.6316 -0.7245 0.4741 -0.5658 0.3586 -0.7298